This record from OMol25 describes one molecule with the formula C4H5NOS in a non-equilibrium geometry. The level of theory is ωB97M-V with the def2-TZVPD basis set.

Output
LUMO (spin up / spin down) = -0.10 / -0.19 eV
HOMO-LUMO gap (spin up / spin down) = 7.60 / 7.41 eV
Total charge = 0

```
12
Properties=species:S:1:pos:R:3:forces:R:3:mulliken_charge:R:1
O -1.32879 -1.80683 -0.08526 0.96 -0.02 -0.20 -0.571
H -2.20873 0.95246 -0.78951 0.49 -0.24 1.43 0.283
H -1.58909 1.47808 0.93232 -0.64 -0.27 0.75 0.271
H 2.86443 -0.78594 0.56806 1.35 0.64 -0.03 0.389
H 1.21803 -2.58561 0.37958 -0.05 2.41 -0.60 0.327
C 1.01044 -1.45960 0.10578 -0.16 -3.31 1.04 -0.086
S 1.42123 1.16105 -0.08589 0.88 -0.71 0.62 -0.104
C -0.13644 0.86272 -0.47170 -0.73 -3.99 0.29 0.113
C 1.93170 -0.44561 0.21633 -0.74 -0.20 -0.31 -0.411
N -0.25797 -1.20449 -0.09814 -1.01 4.54 -0.72 0.219
C -1.42856 1.41902 -0.11900 -0.59 0.52 -2.56 -0.812
H -1.49624 2.41473 -0.55257 0.22 0.62 0.29 0.384
```
Positions in Å, forces in eV/Å.


This record from OMol25 describes one molecule with the formula C4H5NOS in a non-equilibrium geometry. The level of theory is ωB97M-V with the def2-TZVPD basis set.

Output
LUMO = -0.77 eV
HOMO-LUMO gap = 8.48 eV
Total charge = 0
Structure (SMILES) = C=CC(=O)/C=N\S

```
12
Properties=species:S:1:pos:R:3:forces:R:3:mulliken_charge:R:1
C 1.41277 -0.23845 -0.04898 0.83 -2.38 2.79 0.431
H -0.93684 1.76698 0.96800 4.13 -0.60 -1.44 0.240
H 2.12340 1.68637 -0.58221 1.07 0.53 -0.46 0.356
C 0.32872 -1.30574 0.55242 -2.22 0.95 -2.36 -0.133
O 2.43824 -0.75247 -0.42816 -0.07 -0.82 -0.70 -0.494
H 0.58702 -2.30479 1.02882 0.64 1.45 -0.87 0.318
H -0.03020 3.03034 0.13770 1.52 -0.25 -0.18 0.254
C 0.20087 1.97906 0.37758 0.31 -2.10 0.44 -0.512
N -0.91588 -1.35276 0.15319 0.40 1.59 1.55 -0.307
S -1.99903 0.14601 -0.25494 0.67 -3.16 -0.37 -0.158
H -3.02298 -0.75918 -0.48854 0.73 0.82 0.11 0.172
C 1.41919 1.18733 0.01369 -8.01 3.97 1.49 -0.166
```
Positions in Å, forces in eV/Å.


This record from OMol25 describes one molecule with the formula C4H5NOS in a non-equilibrium geometry. The level of theory is ωB97M-V with the def2-TZVPD basis set.

Output
LUMO (spin up / spin down) = 0.41 / 0.41 eV
HOMO-LUMO gap (spin up / spin down) = 8.09 / 8.09 eV
Total charge = 0

```
12
Properties=species:S:1:pos:R:3:forces:R:3:mulliken_charge:R:1
N 0.45370 -0.90152 -1.42050 0.24 0.10 0.63 -0.095
S 1.67000 1.05612 0.57326 -2.72 -0.95 -1.47 0.477
O 2.22981 1.68032 1.73824 1.12 0.82 2.14 -0.576
H 0.45961 0.05889 -3.17968 -2.19 1.31 -2.85 0.256
C 0.28609 -1.29715 -0.21242 -0.15 -1.36 1.88 -0.132
C -0.22793 1.08628 0.69735 -0.73 0.90 -0.28 -0.617
H 0.27844 -0.60758 1.88668 0.08 -1.27 2.57 0.553
C 0.91666 -0.28940 -2.36162 2.06 -1.79 2.67 -0.295
C 0.29999 -0.30331 0.91925 0.21 2.09 -3.89 -0.395
H -0.83811 1.32137 -0.27578 1.30 -0.48 1.98 0.240
H 0.30313 -2.39459 0.13818 -0.03 1.78 -1.31 0.268
H -0.57441 1.66407 1.65728 0.82 -1.13 -2.06 0.315
```
Positions in Å, forces in eV/Å.


This record from OMol25 describes a 3-piece molecular cluster, C4H5NOS2 overall in a non-equilibrium geometry. The level of theory is ωB97M-V with the def2-TZVPD basis set.

Output
LUMO = -1.18 eV
HOMO-LUMO gap = 6.77 eV
Total charge = 0

```
13
Properties=species:S:1:pos:R:3:forces:R:3:mulliken_charge:R:1
N -0.79217 0.16211 0.63776 -0.14 1.01 -0.78 0.086
C 0.76163 -1.11193 -0.06040 4.18 -1.85 0.46 0.752
H 2.79041 -1.76642 -0.96125 -4.98 -0.44 3.53 0.383
H -1.83475 2.88024 -0.36089 0.55 -2.49 -2.60 0.099
C -0.56493 0.53772 -0.78647 -0.51 -1.66 2.22 0.024
S -1.53353 1.50652 -1.84934 -0.42 2.24 3.48 -0.263
O 1.73704 -1.99354 -0.11242 5.90 -2.08 -3.09 -0.697
S -1.45449 1.16984 1.78247 -0.40 0.79 0.06 -0.209
H 0.22249 -1.30103 2.08625 -0.03 1.74 -2.14 0.307
H 0.47993 -0.94482 -2.20232 0.21 2.25 2.81 0.152
H -0.40351 1.99714 1.86548 0.07 0.26 0.36 0.169
C 0.21479 -0.74488 1.05679 -3.02 -0.16 3.95 -0.372
C 0.37709 -0.39095 -1.09566 -1.40 0.39 -8.28 -0.430
```
Positions in Å, forces in eV/Å.


We obtain relative energy (zero: lowest compared OMol25 entry of this formula, charge and spin) values of 598.2 504.5 505.5 699.5 kJ/mol for the records listed above, in that order.
We obtain E values of -683.3801 -683.4158 -683.4154 -1081.5268 a.u. for the records listed above, in that order.